# 1
Here is a structure of composition C43H46AsCoNS4 from the Open Molecules 2025 dataset. Energies are from the ωB97M-V functional and the def2-TZVPD basis.

Charge: +2
Highest occupied orbital energy (spin up / spin down): -12.30 / -11.86 eV
2S+1: 4
Expectation value of S²: 3.775

Atoms and positions in Å:
Co1 0.46071 1.52918 -0.14850
C1 -3.92313 1.71483 -2.16573
C2 -3.01202 2.54349 -1.32350
C3 -3.45924 3.16409 -0.12800
C4 -2.57329 3.94191 0.64102
C5 -1.21697 3.91798 0.41291
C6 -0.71148 3.18107 -0.67714
C7 -1.62276 2.60548 -1.58915
H1 -3.38200 1.00987 -2.78921
H2 -4.51445 2.30496 -2.91234
H3 -4.68402 1.17160 -1.57986
H4 -4.45655 3.00141 0.23172
H5 -2.94742 4.52206 1.51878
H6 -0.52350 4.40322 1.11064
H7 0.36028 3.20580 -0.97609
H8 -1.30029 2.14836 -2.54369
C8 -5.18034 -3.43554 1.76947
C9 -4.21217 -4.58186 2.04527
S1 -2.48084 -3.97118 1.92013
C10 -1.74704 -5.26107 0.88237
C11 -2.07656 -5.06509 -0.55407
S2 -2.54488 -3.32604 -0.89206
C12 -4.08527 -3.30850 -1.88509
C13 -5.33175 -3.02494 -0.99086
S3 -4.74705 -2.24342 0.56771
H9 -5.38130 -2.81397 2.67506
H10 -6.17187 -3.90169 1.51581
H11 -4.42528 -5.48166 1.40167
H12 -4.37902 -4.88677 3.09009
H13 -2.16321 -6.22912 1.25107
H14 -0.70186 -5.15522 1.13340
H15 -2.91194 -5.75383 -0.89141
H16 -1.19152 -5.14307 -1.22612
H17 -4.16017 -4.18683 -2.58603
H18 -3.94401 -2.45491 -2.55425
H19 -5.98259 -3.91363 -0.86817
H20 -5.98122 -2.29398 -1.51690
N1 -0.09007 0.68412 1.39868
S4 0.96045 1.66575 2.21692
C14 2.12311 0.52177 2.88795
C15 3.42598 0.99776 3.08654
C16 4.26105 0.34892 3.94233
C17 3.86819 -0.81304 4.60988
C18 2.56686 -1.30516 4.41317
C19 1.73852 -0.65898 3.51424
C20 -0.03114 2.07277 3.63918
C21 0.63019 2.76790 4.66549
C22 0.01792 2.94250 5.87938
C23 -1.35689 2.54354 6.11301
C24 -1.99345 1.96211 5.00127
C25 -1.37320 1.74143 3.77841
H21 0.28081 -0.24708 1.37660
H22 3.74548 1.87515 2.50366
H23 5.29065 0.73000 4.09152
H24 4.55187 -1.26236 5.32437
H25 2.14796 -2.12898 5.02298
H26 0.83752 -1.12704 3.28131
H27 1.61825 3.24506 4.52106
H28 0.54316 3.40771 6.75672
H29 -1.87227 2.83107 7.00883
H30 -3.04731 1.67128 5.14111
H31 -1.92894 1.10017 3.04043
C26 -0.44220 0.46367 -6.02216
C27 -0.99494 0.00276 -4.86636
C28 -0.38510 0.17644 -3.66459
C29 0.92357 0.75370 -3.66002
C30 1.41264 1.31459 -4.81653
C31 0.70537 1.24166 -6.02977
As1 1.80923 0.96699 -1.90281
C32 3.46388 2.05763 -1.92950
C33 3.56228 3.38996 -1.58418
C34 4.75772 4.11947 -1.79118
C35 5.81452 3.57208 -2.51387
C36 5.67240 2.29074 -2.97532
C37 4.54088 1.53169 -2.68071
C38 2.63910 -0.73479 -1.44780
C39 2.02725 -1.87246 -1.93670
C40 2.46757 -3.19463 -1.69538
C41 3.53656 -3.33295 -0.81006
C42 4.21929 -2.16792 -0.31838
C43 3.74740 -0.87003 -0.56236
H32 -0.94717 0.30101 -6.94657
H33 -1.95971 -0.44410 -4.90492
H34 -0.90156 -0.12276 -2.75852
H35 2.31348 1.88436 -4.73852
H36 1.04513 1.85633 -6.81430
H37 2.71357 3.94113 -1.09483
H38 4.84362 5.16260 -1.51917
H39 6.63179 4.21213 -2.80464
H40 6.39189 1.86816 -3.70038
H41 4.47956 0.50703 -3.09324
H42 1.17871 -1.72596 -2.68530
H43 1.97571 -4.09939 -2.03504
H44 3.88118 -4.26703 -0.44694
H45 5.07363 -2.32334 0.33524
H46 4.19410 0.04191 -0.16923

Cartesian forces (eV/Å) of the 2 atoms listed first:
Co -0.4 0.5 -2.1
C -1.2 0.3 -1.0

Löwdin atomic charge list, values in e, 8 entries:
1. Co 0.124
2. C -0.051
3. C -0.245
4. C -0.013
5. C -0.070
6. C -0.093
7. C -0.221
8. C -0.039

# 2
Here is the molecule C4H3ClO2 from the Open Molecules 2025 dataset. Energies are from the ωB97M-V functional and the def2-TZVPD basis.

Charge: 0
Highest occupied orbital energy: -8.35 eV
2S+1: 1

Atoms and positions in Å:
C1 0.93085 -0.36801 0.86177
C2 0.68776 -0.55433 -0.44028
C3 0.11402 0.78065 1.32246
C4 -0.39658 -0.12214 -2.35313
O1 -0.26558 0.29166 -1.08581
O2 -0.78160 0.41031 2.20583
Cl1 -1.48975 0.68926 -3.18681
H1 1.60966 -0.90590 1.33589
H2 0.95224 -1.38974 -1.05981
H3 -1.36101 1.16822 2.39989

Cartesian forces (eV/Å) of the 2 atoms listed first:
C -3.8 3.2 -3.3
C -0.5 0.0 0.6

natural (NBO) atomic charge list, values in e, 8 entries:
1. C -0.392
2. C 0.133
3. C 0.253
4. C 0.087
5. O -0.492
6. O -0.640
7. Cl 0.098
8. H 0.231

# 3
Here is a structure of composition C41H66As3InN7P from the Open Molecules 2025 dataset. Energies are from the ωB97M-V functional and the def2-TZVPD basis.

Charge: +2
Highest occupied orbital energy: -12.56 eV
2S+1: 1

Atoms and positions in Å:
In1 0.42562 0.21362 -0.69946
C1 4.14937 -2.40132 -1.91722
C2 3.41430 -1.30834 -1.47457
N1 2.08177 -1.19498 -1.70516
C3 1.54314 -2.11859 -2.50236
C4 2.33745 -3.14180 -3.01016
N2 3.58977 -3.34876 -2.67579
C5 0.12346 -1.96939 -2.86872
C6 -0.63530 -3.01667 -3.32997
C7 -1.97318 -2.79142 -3.66922
C8 -2.51884 -1.50028 -3.51931
C9 -1.68064 -0.51895 -3.01737
N3 -0.42849 -0.77159 -2.62351
C10 -2.25605 0.80955 -2.68847
C11 -3.34567 1.31927 -3.40370
N4 -4.03085 2.39981 -3.03423
C12 -3.59494 2.96337 -1.89468
C13 -2.46798 2.53540 -1.24229
N5 -1.77708 1.45407 -1.64527
C14 -2.74749 -3.94117 -4.19368
C15 -4.09994 -4.13768 -3.90405
C16 -4.74761 -5.19704 -4.53362
N6 -4.15713 -6.00260 -5.42528
C17 -2.85869 -5.85309 -5.65458
C18 -2.13651 -4.83824 -5.05893
H1 5.21607 -2.48027 -1.73316
H2 3.83550 -0.53417 -0.86238
H3 1.91694 -3.85967 -3.73619
H4 -0.16750 -4.00345 -3.40698
H5 -3.54956 -1.29722 -3.73961
H6 -3.61901 0.91851 -4.37130
H7 -4.11951 3.86008 -1.54271
H8 -2.09666 3.08068 -0.36443
H9 -4.65453 -3.49876 -3.23469
H10 -5.78240 -5.40319 -4.35095
H11 -2.34984 -6.57294 -6.30597
H12 -1.09085 -4.73941 -5.30357
C19 0.67778 3.93027 -1.21473
As1 1.54355 2.35413 -1.88037
C20 1.36456 2.68812 -3.77457
C21 3.45947 2.70544 -1.59240
C22 4.10502 3.02615 -0.18703
C23 5.57171 3.50814 -0.51204
C24 4.20390 1.74069 0.63668
As2 2.60173 0.74915 1.18303
C25 2.15591 1.63541 2.83991
C26 3.63681 -0.76040 1.99085
C27 3.30437 4.15157 0.53050
As3 4.20032 5.24769 1.90516
C28 4.40039 4.23718 3.55206
C29 2.56644 6.22008 2.39562
H13 1.28840 4.83056 -1.42484
H14 0.43005 3.88181 -0.15588
H15 -0.23176 4.08265 -1.82092
H16 1.74814 3.68379 -3.98421
H17 0.31933 2.67835 -4.04077
H18 1.84527 1.93982 -4.40194
H19 3.65421 3.60181 -2.19254
H20 3.96668 1.85751 -2.04414
H21 6.10964 2.69747 -0.99261
H22 6.13147 3.76295 0.37688
H23 5.60090 4.39605 -1.15969
H24 4.76473 1.84934 1.57022
H25 4.79263 0.99898 0.05227
H26 3.10022 2.00116 3.24684
H27 1.70676 0.92656 3.51721
H28 1.48702 2.51413 2.71103
H29 3.46416 -0.74434 3.05540
H30 4.68194 -0.57231 1.82834
H31 3.28576 -1.72260 1.56001
H32 2.37324 3.78327 0.95406
H33 3.01288 4.86775 -0.23650
H34 5.07374 3.40779 3.41306
H35 3.48074 3.87559 4.02304
H36 4.95369 4.90278 4.20611
H37 2.37287 7.12817 1.81601
H38 2.66640 6.54220 3.41388
H39 1.69676 5.53865 2.33757
C30 -2.66821 1.47122 1.87519
C31 -2.36557 0.27450 2.77751
C32 -3.66576 -0.10902 3.47703
C33 -1.36140 0.75507 3.82066
P1 -1.56828 -1.15247 1.80897
N7 -0.50225 -0.63105 0.76055
C34 -0.67894 -2.31650 3.04321
C35 -0.31676 -3.57789 2.25917
C36 0.66105 -1.61570 3.36879
C37 -1.43213 -2.70061 4.33551
C38 -2.90685 -2.09371 0.88018
C39 -3.79008 -1.03845 0.18983
C40 -3.84147 -2.96404 1.72591
C41 -2.22648 -2.93221 -0.22317
H40 -3.00392 2.26828 2.57881
H41 -3.45347 1.24376 1.17147
H42 -1.76575 1.76506 1.36018
H43 -3.98844 0.74792 4.06742
H44 -3.56590 -0.96412 4.12572
H45 -4.43569 -0.29089 2.73487
H46 -1.75967 1.69671 4.22640
H47 -0.39564 1.01205 3.42586
H48 -1.27788 0.08000 4.65373
H49 0.19123 -3.33005 1.30018
H50 -1.19265 -4.24920 2.06198
H51 0.38687 -4.15949 2.87027
H52 1.13293 -1.32862 2.42035
H53 1.25921 -2.38786 3.88101
H54 0.61262 -0.78435 4.03967
H55 -2.35836 -3.26568 4.05124
H56 -1.65090 -1.88429 4.99328
H57 -0.75368 -3.38207 4.86772
H58 -4.42571 -0.49496 0.91532
H59 -4.42754 -1.59289 -0.52596
H60 -3.21957 -0.31724 -0.39850
H61 -4.21879 -2.41984 2.58955
H62 -3.36632 -3.86944 2.07514
H63 -4.71045 -3.29059 1.12679
H64 -1.78271 -2.28658 -0.97488
H65 -3.02387 -3.51525 -0.70281
H66 -1.45777 -3.62640 0.10883

Cartesian forces (eV/Å) of the 2 atoms listed first:
In 0.3 0.6 -0.4
C -0.1 0.3 -0.3

Löwdin atomic charge list, values in e, 8 entries:
1. In 0.434
2. C -0.053
3. C -0.076
4. N 0.062
5. C -0.179
6. C -0.045
7. N 0.135
8. C -0.199

# 4
Here is a structure of composition C32H60N2O2P3Zn from the Open Molecules 2025 dataset. Energies are from the ωB97M-V functional and the def2-TZVPD basis.

Charge: +1
Highest occupied orbital energy: -8.66 eV
2S+1: 1

Atoms and positions in Å:
C1 2.29132 -1.41850 -1.30607
C2 1.64911 0.74444 -1.96577
C3 3.17306 -1.53741 -2.38357
C4 2.35037 0.55023 -3.20111
C5 3.14159 -0.56094 -3.38041
H1 3.80450 -2.42253 -2.40317
H2 2.38197 1.37984 -3.91872
H3 3.74735 -0.70900 -4.27822
N1 1.52428 -0.34145 -1.10611
P1 0.69438 -2.65439 0.61730
P2 0.82709 2.71182 -0.05190
C6 2.29126 -2.53132 -0.25621
H4 2.58577 -3.50282 -0.69397
H5 3.06327 -2.25740 0.48256
C7 1.20131 2.04997 -1.64111
H6 1.35711 2.80604 -2.43870
C8 -0.93178 3.43912 -0.24434
C9 2.19449 4.02689 0.10409
C10 -0.35497 -3.79024 -0.46669
C11 1.14878 -3.40257 2.26214
C12 -1.92195 2.42842 0.35710
H7 -1.64208 2.15446 1.38042
H8 -2.92603 2.87928 0.40027
H9 -2.00153 1.50195 -0.22768
C13 -1.04645 4.75708 0.52830
H10 -0.74167 4.65400 1.57363
H11 -0.46528 5.55498 0.05567
H12 -2.09934 5.07347 0.52496
C14 -1.31298 3.70109 -1.71287
H13 -2.30785 4.18094 -1.73147
H14 -0.61361 4.38921 -2.21194
H15 -1.37448 2.77605 -2.30414
C15 2.12781 4.57020 1.54383
H16 2.23963 3.76563 2.28594
H17 2.95922 5.27743 1.67286
H18 1.18724 5.10329 1.73945
C16 3.53885 3.31918 -0.14431
H19 3.69094 2.45258 0.50785
H20 3.63122 2.99354 -1.19143
H21 4.32469 4.05842 0.06838
C17 2.05122 5.16571 -0.92237
H22 2.03429 4.79824 -1.95917
H23 1.16276 5.78258 -0.74638
H24 2.94040 5.80602 -0.81630
C18 -0.15618 -3.78204 2.98833
H25 0.06879 -4.04157 4.03531
H26 -0.87922 -2.95319 2.99768
H27 -0.64545 -4.65913 2.54283
C19 1.91431 -2.34299 3.08166
H28 2.86110 -2.06344 2.60248
H29 1.32215 -1.43078 3.23770
H30 2.15032 -2.76744 4.07192
C20 2.06543 -4.62186 2.09196
H31 2.96485 -4.36315 1.51875
H32 2.38480 -4.95069 3.09175
H33 1.56634 -5.46823 1.61037
C21 -0.25615 -3.30867 -1.92595
H34 0.75860 -3.45407 -2.32992
H35 -0.93885 -3.91753 -2.54431
H36 -0.55292 -2.25312 -2.02566
C22 -1.81386 -3.73296 0.01684
H37 -2.17861 -2.70977 0.14805
H38 -2.45054 -4.21124 -0.73734
H39 -1.94345 -4.28219 0.95537
C23 0.13376 -5.24585 -0.40270
H40 1.20947 -5.33941 -0.61202
H41 -0.10444 -5.72800 0.55690
H42 -0.39894 -5.80962 -1.18557
Zn1 0.16698 -0.41717 0.72570
C24 1.53972 1.14371 1.32314
O1 2.49067 1.15026 2.03090
N2 -2.92176 -0.86643 -1.09230
C25 -2.85362 -0.84729 -2.26812
C26 -2.89421 -0.57337 -3.74856
C27 -1.89276 0.56307 -4.04928
C28 -2.56550 -1.84805 -4.51648
C29 -4.33724 -0.15888 -4.03484
H43 -2.31459 1.51240 -3.69785
H44 -0.94044 0.39116 -3.53312
H45 -1.68946 0.65635 -5.13343
H46 -3.29104 -2.62765 -4.25239
H47 -2.64504 -1.68398 -5.59965
H48 -1.55726 -2.18714 -4.26399
H49 -4.51931 0.04629 -5.10380
H50 -5.00920 -0.97696 -3.73037
H51 -4.57937 0.74247 -3.45066
C30 -3.03280 0.52022 4.01671
P3 -1.27595 0.51450 3.69266
C31 -0.60875 2.18053 3.83613
C32 -0.44363 -0.48740 4.92840
O2 -1.07558 -0.10578 2.30118
H52 -3.52912 1.22841 3.34273
H53 -3.25297 0.78897 5.05834
H54 -3.41446 -0.48582 3.80644
H55 -0.93353 2.61853 4.79079
H56 0.48766 2.15421 3.82681
H57 -0.94831 2.84760 3.03652
H58 -0.56002 -1.55548 4.68964
H59 0.62702 -0.23441 4.96542
H60 -0.88260 -0.28942 5.91829

Cartesian forces (eV/Å) of the 2 atoms listed first:
C 1.0 -0.3 -0.8
C 0.1 1.0 0.4

Löwdin atomic charge list, values in e, 8 entries:
1. C -0.368
2. C -0.348
3. C -0.067
4. C -0.051
5. C -0.073
6. H 0.107
7. H 0.114
8. H 0.114